(1)
ORCA calculation (ωB97M-V/def2-TZVPD) on C35H48F6N8O4PS2SbTi as an isolated structure in a non-equilibrium geometry.

```
106
Properties=species:S:1:pos:R:3:forces:R:3
Ti -1.021 1.784 0.145 -0.9 1.0 -0.9
C -2.985 1.576 2.943 -0.1 0.0 -0.1
C -1.536 1.368 3.239 0.1 -0.1 0.0
C -1.143 0.883 4.489 0.0 0.0 0.0
C 0.194 0.757 4.795 0.0 0.0 0.0
C 1.128 1.223 3.880 0.0 0.0 0.0
C 0.698 1.689 2.649 0.0 0.1 0.0
N -0.609 1.671 2.312 0.1 -0.1 0.2
Sb 2.136 3.023 1.698 -0.1 0.0 0.2
C 1.338 3.690 -0.159 0.1 0.1 -0.1
C 1.984 4.846 -0.556 0.0 0.0 0.0
C 1.900 5.242 -1.881 0.0 0.0 0.0
C 1.225 4.426 -2.756 0.0 -0.1 0.0
C 0.565 3.292 -2.288 0.0 0.1 -0.1
C -0.127 2.398 -3.260 0.0 0.0 0.0
N 0.575 2.964 -0.987 0.2 0.0 0.0
C 3.534 1.757 0.638 0.0 -0.1 0.0
C 4.695 1.330 1.275 0.0 0.0 0.0
C 5.662 0.679 0.521 0.0 0.0 0.0
C 5.435 0.482 -0.830 0.0 0.0 0.0
C 4.244 0.941 -1.391 0.0 0.0 0.0
C 3.931 0.767 -2.848 0.0 0.0 0.0
N 3.322 1.570 -0.662 0.0 0.0 0.0
H -3.557 1.513 3.867 0.0 0.0 0.0
H -3.381 0.840 2.242 0.1 0.1 0.1
H -3.138 2.549 2.481 0.0 0.0 0.0
H -1.909 0.616 5.204 0.0 0.0 0.0
H 0.507 0.357 5.752 0.0 0.0 0.0
H 2.180 1.264 4.136 0.0 0.0 0.0
H 2.551 5.428 0.160 0.0 0.0 0.0
H 2.373 6.155 -2.219 0.0 0.0 0.0
H 1.166 4.660 -3.809 0.0 0.0 0.0
H -1.197 2.386 -3.053 0.0 0.0 0.0
H 0.277 1.395 -3.155 0.0 -0.1 0.0
H 0.045 2.741 -4.279 0.0 0.0 0.0
H 4.849 1.517 2.331 0.0 0.0 0.0
H 6.580 0.336 0.980 0.0 0.0 0.0
H 6.168 -0.019 -1.449 0.0 0.0 0.0
H 4.157 1.685 -3.394 0.0 0.0 0.0
H 2.866 0.566 -2.969 0.0 0.0 0.0
H 4.508 -0.044 -3.293 0.0 0.0 0.0
F -4.034 4.671 1.367 0.0 0.0 0.0
C -3.561 5.130 0.207 -0.1 -0.1 0.0
F -3.303 6.430 0.385 0.0 0.0 0.0
F -4.503 5.028 -0.731 0.0 0.0 0.0
S -2.005 4.238 -0.358 0.4 0.3 0.3
O -1.476 3.680 0.965 0.3 0.2 0.2
O -1.226 5.371 -0.801 -0.1 0.0 -0.1
N -2.214 3.042 -1.235 0.4 -0.3 0.3
S -3.988 1.426 -0.646 0.0 -0.4 0.1
O -4.670 2.317 0.285 -0.1 0.2 0.0
O -2.667 0.844 0.021 -0.4 -0.4 0.2
C -4.938 -0.143 -0.236 0.0 0.0 0.0
F -5.040 -0.353 1.084 -0.1 0.0 -0.2
F -6.177 -0.037 -0.737 0.1 -0.1 0.1
F -4.378 -1.247 -0.782 -0.2 0.1 0.0
N -0.081 0.261 -0.010 0.1 -0.2 -0.3
P 0.026 -1.292 -0.268 0.2 0.4 0.2
N -0.635 -2.194 0.973 0.0 -0.2 0.0
C -2.083 -2.510 0.961 0.0 0.1 0.0
C -2.770 -2.045 2.235 0.0 0.1 0.0
C -2.193 -2.747 3.467 0.0 0.0 0.0
C -0.676 -2.941 3.307 0.0 0.0 0.0
C -0.109 -1.932 2.322 0.0 0.1 0.0
N -0.755 -1.855 -1.606 0.0 -0.2 0.0
C -0.988 -3.284 -1.844 0.0 0.0 0.0
C -2.391 -3.523 -2.403 0.0 0.0 0.0
C -2.799 -2.397 -3.368 0.0 0.0 0.0
C -1.563 -1.707 -3.928 0.0 0.0 0.0
C -0.816 -1.003 -2.799 0.0 0.1 0.0
N 1.636 -1.681 -0.459 -0.1 -0.1 0.0
C 2.162 -2.552 -1.501 0.0 0.0 0.0
C 2.606 -3.901 -0.946 0.0 0.0 0.0
C 3.650 -3.686 0.147 0.0 0.0 0.0
C 3.119 -2.731 1.215 0.0 0.0 0.0
C 2.637 -1.431 0.573 0.0 0.0 0.0
H -2.211 -3.595 0.853 0.0 0.0 0.0
H -2.550 -2.033 0.102 0.1 -0.1 0.1
H -3.842 -2.223 2.147 0.0 0.0 0.0
H -2.650 -0.959 2.314 0.0 -0.2 0.0
H -2.679 -3.714 3.610 0.0 0.0 0.0
H -2.408 -2.155 4.359 0.0 0.0 0.0
H -0.449 -3.945 2.936 0.0 0.0 0.0
H -0.163 -2.836 4.265 0.0 0.0 0.0
H 0.972 -2.005 2.311 0.0 0.0 0.0
H -0.358 -0.914 2.646 0.0 -0.1 0.0
H -0.832 -3.827 -0.916 0.0 0.0 0.1
H -0.247 -3.671 -2.553 0.0 0.0 0.0
H -3.119 -3.604 -1.594 0.0 0.0 0.0
H -2.381 -4.486 -2.921 0.0 0.0 0.0
H -3.395 -1.653 -2.834 0.0 0.0 -0.1
H -3.429 -2.788 -4.168 0.0 0.0 0.0
H -1.831 -0.959 -4.675 0.0 0.0 0.0
H -0.915 -2.432 -4.430 0.0 0.0 0.0
H -1.344 -0.086 -2.537 0.0 0.0 0.0
H 0.193 -0.726 -3.128 0.0 0.0 0.0
H 3.037 -2.048 -1.938 0.0 0.0 0.0
H 1.435 -2.659 -2.299 0.0 0.0 0.0
H 3.011 -4.519 -1.751 0.0 0.0 0.0
H 1.735 -4.422 -0.535 0.0 0.0 0.0
H 4.551 -3.254 -0.305 0.0 0.0 0.0
H 3.945 -4.636 0.596 0.0 0.0 0.0
H 3.897 -2.507 1.949 0.0 0.0 0.0
H 2.298 -3.220 1.746 0.0 0.0 0.0
H 3.498 -0.952 0.101 0.0 0.0 0.0
H 2.243 -0.719 1.297 0.0 0.0 0.0
```
Forces are in eV/Å.

Computed properties:
Gap between HOMO and LUMO, hartree: 0.2925
Relative energy (zero: lowest compared OMol25 entry of this formula, charge and spin), eV: 0.4249

(2)
ORCA calculation (ωB97M-V/def2-TZVPD) on C27H49AlF9N4O3 as an isolated structure in a non-equilibrium geometry.

```
93
Properties=species:S:1:pos:R:3:forces:R:3
N -1.345 3.791 -0.619 -0.1 0.2 -0.1
C -2.165 3.141 0.113 -0.2 0.2 -0.5
N -2.562 3.699 1.343 0.4 -0.1 0.1
N -2.779 1.947 -0.261 0.9 -0.5 1.0
C -3.289 1.038 0.810 -0.5 0.4 -0.6
C -3.121 -0.440 0.434 0.0 0.4 0.4
C -2.239 -1.248 1.399 -0.3 -0.6 -0.1
C -1.251 -2.195 0.698 0.3 0.3 0.1
Al 0.419 -1.280 -0.030 -0.2 0.1 -0.2
C 0.422 0.587 0.795 0.2 -0.8 0.5
N 0.616 0.533 2.293 0.0 0.0 -0.1
C 2.118 -2.306 0.474 -0.2 0.6 0.4
C 3.132 -1.523 1.337 -0.5 -0.3 -0.4
C 4.561 -2.050 1.330 0.0 0.4 0.4
F 4.921 -2.390 2.612 0.1 -0.1 0.1
F 4.707 -3.179 0.616 0.0 -0.2 -0.3
C 5.697 -1.059 0.868 -0.3 -0.4 -0.4
F 6.227 -0.464 1.941 0.1 0.4 0.4
F 6.692 -1.780 0.294 0.2 -0.2 0.0
C 5.378 0.084 -0.137 0.2 -0.3 -0.2
F 6.577 0.550 -0.533 0.3 0.2 -0.1
F 4.749 1.079 0.483 -0.3 0.4 0.3
C 4.587 -0.296 -1.429 0.5 0.5 0.6
F 4.766 -1.564 -1.717 0.2 -1.1 -0.2
F 5.027 0.429 -2.440 0.3 0.5 -0.6
F 3.319 -0.054 -1.277 -1.2 0.2 0.2
C 0.354 -1.168 -2.074 -0.1 0.1 -0.2
C -0.619 -0.392 -2.740 0.4 -0.2 -0.7
C -0.684 -0.275 -4.141 0.3 -0.2 0.4
C 0.237 -0.944 -4.946 0.3 -0.2 0.7
C 1.215 -1.727 -4.326 -0.4 0.3 0.6
C 1.261 -1.829 -2.922 -0.3 0.2 -0.7
H -1.176 3.307 -1.497 0.0 0.0 -0.1
H -2.151 3.137 2.085 -0.4 -0.1 0.1
H -2.079 4.589 1.391 0.0 0.1 0.0
H -2.078 1.428 -0.777 -0.2 0.0 -0.3
H -2.831 1.242 1.774 0.2 0.0 0.1
H -4.349 1.265 0.913 -0.1 0.1 0.1
H -2.774 -0.526 -0.595 0.2 0.0 -0.1
H -4.118 -0.861 0.453 -0.1 -0.3 -0.2
H -1.731 -0.589 2.101 0.2 0.2 0.0
H -2.920 -1.848 2.011 -0.1 0.0 0.2
H -0.948 -2.955 1.426 0.1 -0.1 0.0
H -1.786 -2.742 -0.082 0.0 -0.1 -0.1
H 1.191 1.228 0.366 0.0 0.3 -0.1
H -0.549 1.050 0.648 0.0 0.3 -0.3
H 1.527 0.898 2.542 0.0 0.1 0.0
H 0.637 -0.430 2.611 -0.1 0.0 0.0
H 2.578 -2.656 -0.444 0.1 -0.2 -0.1
H 1.802 -3.162 1.068 0.1 -0.4 -0.2
H 3.094 -0.462 1.111 0.2 0.1 0.0
H 2.801 -1.621 2.365 0.1 0.2 0.3
H -1.365 0.161 -2.178 0.0 0.0 0.1
H -1.447 0.340 -4.600 -0.1 0.1 0.0
H 0.217 -0.865 -6.023 -0.1 0.1 -0.1
H 1.950 -2.254 -4.918 0.1 -0.1 -0.1
H 2.046 -2.451 -2.508 0.0 0.0 0.1
C -8.383 -2.869 -0.425 0.1 -0.1 0.0
C -7.583 -2.011 0.545 -0.2 0.2 -0.2
C -8.321 -0.727 0.896 0.1 0.0 0.1
O -6.298 -1.717 0.009 -0.1 -0.1 0.1
H -8.547 -2.329 -1.361 0.0 0.0 0.0
H -7.841 -3.785 -0.661 0.0 0.0 0.0
H -9.356 -3.137 -0.009 0.0 0.0 0.0
H -7.391 -2.579 1.457 0.1 0.0 0.0
H -8.481 -0.125 -0.003 0.0 0.0 0.0
H -7.734 -0.129 1.593 0.0 0.0 0.0
H -9.292 -0.937 1.347 0.0 0.0 0.0
H -6.420 -1.210 -0.802 0.1 0.0 0.0
C -4.886 7.421 -2.050 0.0 0.0 -0.1
C -5.444 6.052 -1.686 0.3 0.1 0.2
C -5.647 5.908 -0.185 -0.1 -0.1 0.1
O -4.592 5.020 -2.165 -0.1 0.1 -0.1
H -3.910 7.568 -1.582 0.0 0.0 0.1
H -4.750 7.502 -3.129 0.0 0.0 0.0
H -5.550 8.223 -1.720 0.0 0.0 0.0
H -6.398 5.904 -2.196 0.0 -0.1 0.0
H -4.690 6.004 0.335 0.0 0.0 0.0
H -6.045 4.922 0.050 0.0 0.0 0.0
H -6.331 6.665 0.205 0.0 0.0 0.0
H -3.734 5.109 -1.730 0.0 -0.1 0.0
C 10.268 -3.513 1.055 0.1 0.1 0.0
C 9.937 -2.859 2.389 -0.3 -0.1 -0.1
C 8.946 -3.694 3.189 0.0 0.0 0.1
O 9.429 -1.545 2.188 0.1 0.0 0.0
H 9.365 -3.608 0.447 0.0 0.0 0.0
H 10.980 -2.903 0.497 0.0 0.0 0.0
H 10.695 -4.508 1.194 0.0 0.0 0.0
H 10.854 -2.731 2.967 0.0 0.1 0.0
H 8.005 -3.793 2.641 0.0 0.0 0.0
H 8.724 -3.212 4.141 0.0 0.0 0.0
H 9.337 -4.694 3.385 0.0 0.0 0.0
H 8.611 -1.622 1.683 0.0 0.1 0.0
```
Forces are in eV/Å.

Computed properties:
Gap between HOMO and LUMO, hartree: 0.2694
Net charge: -1

(3)
ORCA calculation (ωB97M-V/def2-TZVPD) on one molecule with the formula C3H5NOS2 in a non-equilibrium geometry.

```
12
Properties=species:S:1:pos:R:3:forces:R:3
C 0.030 -0.731 1.703 0.6 -1.2 2.9
C 0.569 -0.236 0.447 -0.5 -0.5 -4.0
C -1.113 1.717 -0.710 -0.9 3.5 -2.3
H -0.188 -1.930 1.547 0.1 3.3 0.6
H 0.996 -0.718 2.435 -2.6 0.2 -1.0
H -0.849 0.002 2.088 2.1 -2.2 -0.6
H -1.601 0.801 -0.889 -0.4 -1.8 0.4
H 1.200 -1.663 -2.942 0.0 1.7 2.3
N 0.825 -1.119 -0.485 -0.3 1.9 0.9
O -1.659 2.713 -1.228 2.2 -2.3 2.1
S 0.519 1.654 0.039 -0.4 -1.1 0.6
S 1.272 -0.491 -2.004 0.1 -1.5 -1.8
```
Forces are in eV/Å.

Computed properties:
Structure (SMILES): C/C(=N/S)SC=O
Gap between HOMO and LUMO, hartree: 0.3484
Relative energy (zero: lowest compared OMol25 entry of this formula, charge and spin), eV: 2.9242